Entry from the OMol25 dataset: a cluster of 2 separate species, CN2O2 in total at a distorted geometry (the ωB97M-V functional and the def2-TZVPD basis).

Each atom is followed by the atoms it is bonded to, with distances in Å.
Positions of all 5 atoms, in Å:
1 C 1.3732 0.1347 0.0018  N2 1.192, O4 1.168
2 N 0.3698 0.7782 0.0279  C1 1.192
3 N -1.6607 -0.6266 0.0450  O5 1.122
4 O 2.4039 -0.4133 -0.0271  C1 1.168
5 O -2.4862 0.1270 -0.0476  N3 1.122

Calculated values
Molar mass (g/mol): 72.023
Spin multiplicity: 3
Relative energy (zero: lowest compared OMol25 entry of this formula, charge and spin) (kJ/mol): 0.0
HOMO-LUMO gap (alpha / beta) (eV): 8.52 / 7.76
Net charge: 0

Quick look at the natural (NBO) charges, all values in e: atom 1 (C): 0.65, atom 2 (N): -0.30, atom 3 (N): 0.18, atom 4 (O): -0.36, atom 5 (O): -0.17